No. 1
Molecular formula: C41H49BCaO2P2
Method: DFT, ωB97M-V/def2-TZVPD

```
96
C41H49BCaO2P2, DFT ωB97M-V/def2-TZVPD
Ca 1.37 -0.48 -1.86
C -3.38 0.86 3.85
C -4.29 0.94 2.87
C -4.42 2.06 1.86
C -3.09 2.51 1.12
C -2.35 3.66 1.80
C -2.15 3.79 3.10
C -3.09 3.41 4.26
C -3.05 1.98 4.82
C 2.48 -0.22 2.32
H -2.94 -0.10 4.17
H -4.92 0.10 2.57
H -4.84 2.94 2.37
H -5.08 1.74 1.04
H -2.38 1.65 1.10
H -3.34 2.76 0.06
H -1.85 4.35 1.09
H -1.22 4.29 3.44
H -4.11 3.68 3.99
H -2.78 4.04 5.10
H -2.05 1.74 5.21
H -3.66 1.96 5.74
H 2.17 -1.32 2.29
H 1.62 0.49 2.26
H 3.18 0.01 1.47
P 0.12 -2.23 -3.15
P 2.21 0.33 -4.09
C -0.43 -0.56 -3.67
C 0.42 0.28 -4.38
C -0.39 -3.22 -4.61
C -1.42 -2.79 -5.46
C -1.73 -3.48 -6.64
C -1.03 -4.65 -6.98
C -0.03 -5.11 -6.12
C 0.29 -4.41 -4.95
C -1.14 -2.49 -1.81
C -1.12 -1.61 -0.70
C -2.14 -1.63 0.26
C -3.17 -2.56 0.15
C -3.16 -3.47 -0.91
C -2.16 -3.45 -1.89
C 2.84 0.68 -5.70
C 2.43 -0.18 -6.73
C 2.71 0.19 -8.03
C 3.38 1.40 -8.28
C 3.79 2.24 -7.23
C 3.53 1.87 -5.92
C 2.21 1.95 -3.09
C 3.35 2.27 -2.31
C 3.41 3.49 -1.65
C 2.39 4.42 -1.81
C 1.23 4.08 -2.51
C 1.16 2.86 -3.16
H -1.52 -0.47 -3.68
H 0.07 0.96 -5.17
H -2.00 -1.90 -5.23
H -2.51 -3.12 -7.31
H -1.26 -5.19 -7.92
H 0.51 -6.03 -6.38
H 1.08 -4.79 -4.30
H -0.46 -0.71 -0.59
H -2.09 -0.90 1.07
H -3.94 -2.58 0.92
H -3.99 -4.18 -1.00
H -2.18 -4.15 -2.74
H 1.88 -1.09 -6.49
H 2.39 -0.46 -8.86
H 3.60 1.68 -9.30
H 4.30 3.18 -7.43
H 3.83 2.51 -5.08
H 4.16 1.53 -2.21
H 4.28 3.73 -1.01
H 2.44 5.38 -1.27
H 0.35 4.76 -2.48
H 0.24 2.60 -3.69
C 2.95 -1.49 7.29
C 1.86 -1.67 6.27
C 1.06 -2.89 6.69
O 2.49 -1.95 4.97
B 2.00 -1.06 4.08
O 1.00 -0.25 4.56
C 0.92 -0.42 5.99
C -0.56 -0.59 6.30
C 1.47 0.86 6.63
H 3.40 -2.47 7.49
H 2.55 -1.12 8.25
H 3.75 -0.82 6.93
H 1.76 -3.72 6.90
H 0.53 -2.69 7.65
H 0.33 -3.22 5.93
H -0.75 -0.78 7.36
H -1.13 0.30 6.02
H -0.99 -1.42 5.72
H 2.55 0.98 6.46
H 0.97 1.77 6.25
H 1.29 0.82 7.71
```

Output
* orbital gap (spin up / spin down): 3.6 / 3.6 eV
* ΔE to the lowest compared entry with this formula, charge and spin: 5.5121 eV


No. 2
Molecular formula: C3H2N4O
Method: DFT, ωB97M-V/def2-TZVPD

```
10
C3H2N4O, DFT ωB97M-V/def2-TZVPD
C -0.07 1.05 0.49
C 0.90 -1.26 -0.56
C -0.26 -1.66 -0.01
H 1.75 -1.86 -0.85
H -0.51 -2.77 0.18
N 0.56 0.94 -0.73
N 1.09 -0.07 -1.22
N -1.37 -0.83 0.14
N -1.32 0.44 0.28
O 0.32 1.55 1.49
```

Output
* SMILES: O=c1nnccnn1
* orbital gap: 8.5 eV
* ΔE to the lowest compared entry with this formula, charge and spin: 2.5464 eV


No. 3
Molecular formula: C2H3O3PS
Method: DFT, ωB97M-V/def2-TZVPD

```
10
C2H3O3PS, DFT ωB97M-V/def2-TZVPD
C 0.28 -1.18 -0.40
C -0.53 0.01 -0.32
O 1.26 1.86 -0.25
O -0.90 2.27 1.12
O 0.72 0.49 1.83
P 0.20 1.37 0.73
S 0.13 -0.21 -1.89
H 1.31 -1.34 0.14
H -0.28 -2.07 -0.48
H -2.19 -1.19 -0.48
```

Output
* net charge: -2
* orbital gap (spin up / spin down): 5.4 / 5.4 eV
* ΔE to the lowest compared entry with this formula, charge and spin: 4.9077 eV


No. 4
Molecular formula: C6H8S
Method: DFT, ωB97M-V/def2-TZVPD

```
15
C6H8S, DFT ωB97M-V/def2-TZVPD
C -0.64 -0.36 -0.74
C -1.53 0.33 -0.36
C 0.60 -1.14 -0.98
C 1.62 -0.12 1.23
C 1.81 -0.72 -0.17
C -2.54 1.25 -0.01
S 2.34 1.00 -0.03
H 0.24 -2.17 -0.63
H 0.71 -1.16 -2.10
H 0.62 0.23 1.61
H 2.17 -0.28 2.18
H 2.75 -1.32 -0.22
H -2.95 0.82 0.83
H -3.11 1.53 -0.94
H -2.09 2.13 0.32
```

Output
* SMILES: CC#CC[C@@H]1CS1
* orbital gap: 9.5 eV
* ΔE to the lowest compared entry with this formula, charge and spin: 2.6929 eV


No. 5
Molecular formula: C10H14BClCoN6
Method: DFT, ωB97M-V/def2-TZVPD

```
33
C10H14BClCoN6, DFT ωB97M-V/def2-TZVPD
H -1.79 -1.55 2.79
N -0.59 -1.28 1.09
B 0.87 -1.61 -0.95
N 0.15 -2.17 0.30
C 0.14 -3.39 0.87
Co -0.62 0.64 0.67
H 0.72 -4.19 0.44
C -0.65 -3.34 2.01
H -0.87 -4.13 2.69
C -1.12 -2.01 2.09
H 1.50 -2.44 -1.57
C -1.44 4.12 1.50
H -2.09 4.71 2.16
H -1.94 3.98 0.55
H -0.51 4.67 1.36
N 1.79 -0.48 -0.35
N -0.19 -0.85 -1.76
N 1.17 0.54 0.39
N -0.96 0.13 -1.13
C 3.12 -0.27 -0.40
C -0.50 -0.86 -3.08
H 3.74 -0.94 -0.95
H 0.07 -1.48 -3.76
C 3.39 0.89 0.33
C -1.54 0.03 -3.29
C 2.16 1.37 0.81
C -1.83 0.59 -2.05
H 4.35 1.34 0.47
H -2.02 0.28 -4.23
H 1.91 2.24 1.41
H -2.59 1.31 -1.74
H -1.24 3.12 1.93
Cl -2.57 0.99 1.38
```

Output
* <S²>: 3.76
* orbital gap (spin up / spin down): 9.4 / 9.1 eV
* multiplicity: 4


No. 6
Molecular formula: H3O3P3
Method: DFT, ωB97M-V/def2-TZVPD

```
9
H3O3P3, DFT ωB97M-V/def2-TZVPD
O -2.56 -0.91 -0.38
O -1.44 1.29 0.16
O 0.63 -0.58 2.00
P 1.59 0.19 -0.72
P 0.45 -1.20 0.66
P -1.29 -0.07 -0.33
H 2.60 -0.12 0.33
H 0.91 1.31 -0.05
H -0.88 0.09 -1.68
```

Output
* net charge: -2
* SMILES: O=[P@@H]([O-])P([O-])#[PH2]
* orbital gap: 6.6 eV
* ΔE to the lowest compared entry with this formula, charge and spin: 0.4635 eV


No. 7
Molecular formula: C2H9NS2
Method: DFT, ωB97M-V/def2-TZVPD

```
14
C2H9NS2, DFT ωB97M-V/def2-TZVPD
C 2.08 0.71 3.36
N 1.46 0.36 2.03
H 1.38 0.92 4.18
H 2.69 -0.12 3.68
H 2.79 1.48 3.09
H 1.24 1.17 1.48
H 0.79 -0.39 1.97
C -1.88 0.84 -0.52
S -0.70 -0.50 -0.27
S -0.07 -0.61 -2.24
H -1.31 1.78 -0.58
H -2.47 0.88 -1.44
H -2.54 0.98 0.36
H -1.27 -0.64 -2.81
```

Output
* net charge: +1
* <S²>: 0.75
* orbital gap (spin up / spin down): 6.9 / 3.5 eV
* multiplicity: 2
* ΔE to the lowest compared entry with this formula, charge and spin: 0.2568 eV


No. 8
Molecular formula: C10H11PS2
Method: DFT, ωB97M-V/def2-TZVPD

```
24
C10H11PS2, DFT ωB97M-V/def2-TZVPD
C 3.07 0.53 -0.49
C 3.13 -0.74 0.15
C -3.20 0.71 0.62
C -3.48 -0.29 -0.40
C 2.04 1.28 0.02
C 2.24 -0.75 1.16
C -2.01 1.32 0.31
C -2.45 -0.44 -1.26
C 1.37 0.45 0.99
C -1.37 0.50 -0.77
P -0.25 -0.62 0.04
S -1.10 -1.90 1.25
S 0.85 -1.42 -1.61
H 3.79 0.88 -1.22
H 3.98 -1.43 -0.04
H -3.93 1.13 1.44
H -4.35 -0.78 -0.48
H 1.92 2.31 -0.16
H 1.96 -1.50 1.89
H -1.54 2.17 0.69
H -2.30 -1.26 -1.91
H 0.92 0.95 1.85
H -0.85 1.05 -1.46
H 1.56 -2.12 -0.62
```

Output
* SMILES: S=P(S)(C1C=CC=C1)C1C=CC=C1
* orbital gap: 8.0 eV
* ΔE to the lowest compared entry with this formula, charge and spin: 1.8131 eV


No. 9
Molecular formula: C28H38BHgN7S3
Method: DFT, ωB97M-V/def2-TZVPD

```
78
C28H38BHgN7S3, DFT ωB97M-V/def2-TZVPD
Hg 0.27 -0.06 1.49
C 4.05 1.95 0.59
C 3.65 2.80 -0.62
C 4.91 3.13 -1.42
C 2.99 4.08 -0.08
N 2.68 2.15 -1.54
C 2.10 2.92 -2.54
C 1.17 2.16 -3.13
N 1.17 0.92 -2.53
B 0.05 -0.06 -2.96
N 0.31 -1.52 -2.50
C 1.31 -2.21 -3.14
C 1.46 -3.40 -2.54
N 0.52 -3.46 -1.51
C -0.19 -2.28 -1.50
S -1.52 -1.93 -0.49
C 0.44 -4.57 -0.53
C 1.53 -5.59 -0.83
C 0.68 -4.03 0.88
C -0.92 -5.26 -0.64
N -1.35 0.44 -2.52
C -2.44 -0.13 -3.15
C -3.55 0.32 -2.55
N -3.15 1.18 -1.53
C -1.79 1.25 -1.53
S -0.84 2.24 -0.51
C -4.09 1.81 -0.56
C -5.52 1.38 -0.89
C -3.75 1.32 0.85
C -4.01 3.33 -0.66
C 2.12 0.90 -1.56
S 2.57 -0.45 -0.63
H 4.67 2.58 1.23
H 4.60 1.06 0.31
H 3.17 1.63 1.15
H 5.63 3.65 -0.79
H 4.68 3.76 -2.28
H 5.37 2.21 -1.78
H 3.60 4.49 0.73
H 2.00 3.84 0.31
H 2.88 4.85 -0.84
H 2.35 3.95 -2.70
H 0.48 2.40 -3.92
H 0.05 -0.09 -4.18
H 1.86 -1.77 -3.95
H 2.15 -4.19 -2.74
H 2.53 -5.16 -0.74
H 1.42 -6.03 -1.83
H 1.44 -6.40 -0.10
H 1.59 -3.42 0.90
H 0.79 -4.87 1.58
H -0.15 -3.41 1.21
H -1.06 -5.66 -1.64
H -1.72 -4.55 -0.42
H -0.97 -6.08 0.08
H -2.32 -0.83 -3.95
H -4.58 0.08 -2.74
H -5.65 0.30 -0.79
H -5.82 1.69 -1.89
H -6.18 1.87 -0.17
H -3.72 0.23 0.87
H -4.52 1.67 1.54
H -2.79 1.70 1.18
H -4.28 3.66 -1.67
H -3.00 3.68 -0.44
H -4.71 3.78 0.05
N 0.31 -0.17 9.16
C 0.18 -0.11 8.01
C 0.03 -0.04 6.58
C 0.42 1.11 5.90
C 0.27 1.17 4.52
C -0.26 0.10 3.80
C -0.64 -1.04 4.50
C -0.51 -1.12 5.88
H 0.84 1.94 6.45
H 0.57 2.08 4.00
H -1.07 -1.89 3.97
H -0.81 -2.01 6.42
```

Output
* net charge: -1
* <S²>: 0.76
* orbital gap (spin up / spin down): 5.0 / 6.9 eV
* multiplicity: 2
* ΔE to the lowest compared entry with this formula, charge and spin: 0.0877 eV


No. 10
Molecular formula: C25H45Cl2DyP
Method: DFT, ωB97M-V/def2-TZVPD

```
74
C25H45Cl2DyP, DFT ωB97M-V/def2-TZVPD
Dy 1.21 1.26 2.65
P -0.03 0.66 0.02
Cl 1.62 3.67 2.44
C -0.76 0.16 1.55
H -1.58 -0.57 1.45
H -1.18 0.96 2.20
C 1.86 0.84 -0.06
C -0.77 2.33 -0.15
C 2.30 0.85 -1.54
H 2.04 1.85 0.40
C 3.79 1.20 -1.74
H 2.14 -0.15 -1.96
H 1.69 1.55 -2.13
C 4.72 0.32 -0.93
H 4.02 1.09 -2.81
H 3.96 2.25 -1.49
C 4.25 0.12 0.53
H 4.84 -0.66 -1.42
H 5.72 0.76 -0.93
C 2.74 -0.18 0.72
H 4.84 -0.68 0.99
H 4.51 1.04 1.09
H 2.55 -1.19 0.32
H 2.53 -0.27 1.83
C -0.64 -0.48 -1.26
C -2.28 2.14 -0.37
H -0.60 2.85 0.82
C -2.98 3.50 -0.37
H -2.45 1.63 -1.33
H -2.73 1.50 0.39
C -2.33 4.50 -1.33
H -4.04 3.35 -0.63
H -2.95 3.90 0.66
C -0.79 4.57 -1.22
H -2.60 4.25 -2.36
H -2.74 5.49 -1.13
C -0.12 3.20 -1.23
H -0.38 5.16 -2.05
H -0.52 5.07 -0.28
H -0.20 2.72 -2.21
H 0.96 3.31 -1.02
C 0.13 -1.81 -1.32
H -1.67 -0.68 -0.93
C -0.54 -2.77 -2.31
H 1.16 -1.63 -1.64
H 0.18 -2.29 -0.33
C -0.77 -2.17 -3.70
H 0.08 -3.66 -2.40
H -1.51 -3.09 -1.90
C -1.35 -0.74 -3.67
H 0.17 -2.16 -4.27
H -1.46 -2.81 -4.26
C -0.68 0.17 -2.66
H -1.26 -0.28 -4.65
H -2.43 -0.80 -3.44
H 0.35 0.36 -2.98
H -1.19 1.13 -2.63
C -0.33 -2.70 2.11
C -1.67 -2.76 1.82
H 0.34 -2.12 1.48
C -2.71 -2.97 2.90
H -2.03 -2.63 0.80
C -2.07 -3.07 4.31
H -3.42 -2.12 2.87
H -3.30 -3.87 2.69
C -0.80 -3.93 4.25
H -1.82 -2.06 4.67
H -2.80 -3.52 5.00
C 0.29 -3.33 3.30
H -0.36 -4.05 5.26
H -1.06 -4.93 3.86
H 0.91 -2.60 3.85
H 0.97 -4.13 2.96
Cl 1.02 0.13 4.82
```

Output
* net charge: -1
* <S²>: 9.75
* orbital gap (spin up / spin down): 2.1 / 5.9 eV
* multiplicity: 6
* ΔE to the lowest compared entry with this formula, charge and spin: 2.3456 eV


No. 11
Molecular formula: C15H24AuN6O6
Method: DFT, ωB97M-V/def2-TZVPD

```
52
C15H24AuN6O6, DFT ωB97M-V/def2-TZVPD
O 0.08 -1.22 -4.01
H -0.16 -1.15 -4.94
Au -0.14 0.06 -0.71
N 1.29 -1.28 -1.33
N -1.04 -1.79 -0.27
N 0.57 2.01 -0.56
N -1.54 1.00 0.52
O 2.49 -0.98 -1.54
O 1.71 2.40 -1.00
O -2.49 0.37 1.23
O -2.09 -2.00 0.45
C -0.42 -2.84 -0.85
C 0.82 -2.56 -1.46
C -0.25 2.88 0.09
C -1.39 2.31 0.72
C 1.63 -3.49 -2.27
H 1.54 -3.24 -3.33
H 1.30 -4.52 -2.12
H 2.69 -3.40 -1.99
C -1.09 -4.17 -0.77
H -2.06 -4.14 -1.28
H -1.25 -4.46 0.28
H -0.47 -4.93 -1.25
C 0.14 4.30 0.20
C -2.28 3.07 1.63
H 0.78 4.57 -0.65
H 0.71 4.48 1.12
H -0.74 4.94 0.21
H -2.94 2.40 2.19
H -2.90 3.77 1.06
H -1.69 3.66 2.34
H 1.60 1.45 -2.35
H -2.39 -0.64 0.93
C -1.46 -0.01 -2.46
H -1.26 -0.86 -3.10
H -1.25 0.96 -2.91
H -2.45 -0.01 -1.99
O 1.10 1.05 -3.13
H 0.55 -0.37 -3.76
H 1.26 1.65 -3.88
N 4.00 1.99 4.18
C 3.05 1.36 3.89
C 1.89 0.59 3.53
C 1.06 0.02 4.50
C -0.04 -0.73 4.08
C -0.26 -0.88 2.71
N 0.51 -0.29 1.80
C 1.59 0.40 2.18
H 1.28 0.17 5.55
H -0.73 -1.21 4.77
H -1.08 -1.50 2.35
H 2.22 0.80 1.38
```

Output
* net charge: +1
* <S²>: 2.14
* orbital gap (spin up / spin down): 5.7 / 6.3 eV
* multiplicity: 3
* ΔE to the lowest compared entry with this formula, charge and spin: 0.0000 eV


No. 12
Molecular formula: C3H7N2O
Method: DFT, ωB97M-V/def2-TZVPD

```
13
C3H7N2O, DFT ωB97M-V/def2-TZVPD
C 0.48 -0.13 0.38
C -1.87 0.79 0.82
C 1.93 -1.14 -1.48
N -0.66 0.88 0.44
N 1.00 -0.42 -0.93
O 1.92 -1.14 -2.80
H 0.05 -1.06 0.88
H 1.27 0.15 1.03
H -2.16 -0.15 1.16
H -2.31 1.77 0.82
H 2.40 -2.11 -1.06
H -0.20 1.87 0.23
H 1.53 -0.28 -3.14
```

Output
* net charge: +1
* SMILES: C=[NH+]C/N=C/O
* orbital gap: 8.8 eV
* ΔE to the lowest compared entry with this formula, charge and spin: 3.2306 eV


No. 13
Molecular formula: C3H3ClN3OS
Method: DFT, ωB97M-V/def2-TZVPD

```
12
C3H3ClN3OS, DFT ωB97M-V/def2-TZVPD
C -0.68 -1.96 1.27
C -0.75 0.39 -1.09
C 0.26 -0.39 -0.37
N 0.03 -1.46 0.44
N 1.50 0.15 -0.70
N 1.48 1.13 -1.55
O -1.30 -2.53 2.04
S 0.06 1.51 -2.12
Cl -0.30 1.55 2.39
H -1.77 0.05 -1.14
H 2.45 -0.08 -0.49
H -0.98 1.64 1.33
```

Output
* net charge: +1
* orbital gap: 9.2 eV
* ΔE to the lowest compared entry with this formula, charge and spin: 0.0928 eV


No. 14
Molecular formula: C4H11NS
Method: DFT, ωB97M-V/def2-TZVPD

```
17
C4H11NS, DFT ωB97M-V/def2-TZVPD
C 1.15 -1.27 -1.14
C 0.51 -0.48 -0.10
C -0.94 -0.01 -0.36
C -1.41 1.19 0.61
S -0.12 2.39 0.72
N 0.48 -1.01 1.36
H 0.77 -2.21 -1.25
H 0.90 -0.83 -2.16
H 2.22 -1.22 -0.88
H 1.10 0.47 -0.09
H -1.65 -0.97 -0.20
H -1.10 0.35 -1.44
H -1.68 0.80 1.58
H -2.25 1.63 0.25
H 0.13 3.09 -0.48
H 0.60 -0.26 2.03
H 1.29 -1.65 1.54
```

Output
* SMILES: C[C@H](N)CCS
* orbital gap: 9.5 eV
* ΔE to the lowest compared entry with this formula, charge and spin: 1.4665 eV


No. 15
Molecular formula: C5H10O2
Method: DFT, ωB97M-V/def2-TZVPD

```
17
C5H10O2, DFT ωB97M-V/def2-TZVPD
C -0.41 1.80 1.08
C -0.48 0.40 0.54
O -1.09 0.40 -0.74
C -1.14 -0.88 -1.21
C 0.61 -1.57 -0.42
C 0.90 -0.27 0.26
O 1.68 0.56 -0.57
H -1.41 2.22 1.21
H 0.17 2.44 0.40
H 0.10 1.79 2.06
H -1.07 -0.25 1.21
H -1.12 -0.95 -2.28
H -0.97 -1.75 -0.59
H 0.34 -2.38 0.30
H 1.36 -1.92 -1.12
H 1.43 -0.40 1.20
H 1.12 0.77 -1.33
```

Output
* orbital gap: 9.1 eV
* ΔE to the lowest compared entry with this formula, charge and spin: 4.3401 eV


No. 16
Molecular formula: C2H3ClO2
Method: DFT, ωB97M-V/def2-TZVPD

```
8
C2H3ClO2, DFT ωB97M-V/def2-TZVPD
C 0.43 -0.32 -0.01
C -1.08 0.05 -0.06
O 0.76 -1.44 -0.04
O 1.26 0.84 0.09
Cl 2.92 0.45 0.00
H -1.18 0.77 -0.76
H -1.73 -0.84 -0.23
H -1.37 0.50 1.02
```

Output
* SMILES: CC(=O)OCl
* orbital gap: 10.9 eV
* ΔE to the lowest compared entry with this formula, charge and spin: 1.9244 eV